(1)
Molecular formula: C54H136O34P8
Method: DFT, ωB97M-V with the def2-TZVPD basis set

Each line ends with the Mulliken charge.
Element x y z (Å)
C (21.24, 21.83, 19.31)  -1.423
C (21.40, 21.06, 18.02)  0.941
O (20.70, 21.85, 17.02)  -0.448
P (20.11, 21.22, 15.72)  0.363
O (19.59, 22.20, 14.76)  -0.834
O (19.04, 20.13, 16.28)  -0.083
C (17.65, 20.67, 16.44)  -0.491
C (16.78, 19.54, 16.96)  -0.238
O (21.14, 20.15, 15.11)  0.222
C (22.46, 20.70, 14.77)  -0.488
C (22.60, 20.66, 13.29)  -1.481
H (21.49, 22.86, 19.12)  0.450
H (20.21, 21.87, 19.76)  0.147
H (22.00, 21.49, 20.02)  0.281
H (22.42, 20.86, 17.77)  0.151
H (20.86, 20.12, 18.10)  -0.128
H (17.69, 21.48, 17.21)  0.317
H (17.24, 21.11, 15.45)  0.282
H (16.71, 18.72, 16.21)  -0.013
H (17.08, 19.09, 17.93)  -0.130
H (15.76, 20.01, 16.95)  0.342
H (22.63, 21.72, 15.23)  0.536
H (23.16, 20.12, 15.31)  0.385
H (21.91, 21.39, 12.83)  0.343
H (23.61, 20.88, 12.91)  0.377
H (22.23, 19.69, 12.97)  0.292
C (16.36, 10.04, 22.42)  -1.153
C (17.74, 10.47, 22.91)  0.785
O (18.66, 10.37, 21.79)  -0.328
P (18.90, 11.62, 20.84)  -0.523
O (19.03, 12.81, 21.73)  0.792
O (20.20, 11.35, 19.92)  -0.272
C (21.50, 11.37, 20.56)  -0.149
C (21.98, 9.90, 20.73)  -1.213
O (17.77, 11.54, 19.73)  -0.350
C (17.40, 12.76, 19.01)  0.896
C (17.87, 12.71, 17.56)  -1.703
H (15.96, 10.68, 21.62)  0.160
H (16.41, 8.99, 21.94)  0.294
H (15.60, 9.99, 23.21)  0.402
H (17.83, 11.50, 23.30)  -0.451
H (18.05, 9.74, 23.68)  0.234
H (22.04, 11.88, 19.82)  0.443
H (21.62, 11.96, 21.46)  0.132
H (23.02, 9.99, 21.08)  0.383
H (21.35, 9.26, 21.39)  0.233
H (22.11, 9.44, 19.81)  0.358
H (16.31, 12.79, 18.94)  0.314
H (17.80, 13.64, 19.50)  -0.461
H (17.54, 11.77, 17.09)  0.369
H (17.48, 13.53, 16.98)  0.512
H (18.94, 12.74, 17.43)  0.364
C (10.64, 16.43, 24.93)  -1.290
C (10.76, 16.23, 23.44)  -0.176
O (12.11, 16.03, 23.04)  0.160
P (12.53, 15.27, 21.66)  -0.085
O (12.12, 16.02, 20.49)  -0.795
O (14.07, 15.13, 22.00)  0.867
C (15.01, 14.75, 20.95)  -1.401
C (16.37, 15.39, 21.21)  0.095
O (12.08, 13.74, 21.73)  -0.070
C (10.86, 13.33, 20.94)  -0.284
C (10.22, 12.12, 21.60)  -1.341
H (9.58, 16.44, 25.27)  0.352
H (11.14, 15.60, 25.47)  0.259
H (11.17, 17.31, 25.32)  0.317
H (10.11, 15.38, 23.12)  0.221
H (10.34, 17.12, 22.85)  0.268
H (15.19, 13.69, 20.99)  0.282
H (14.60, 15.04, 19.95)  0.633
H (16.81, 15.58, 20.23)  0.369
H (16.22, 16.40, 21.59)  -0.100
H (16.94, 14.72, 21.87)  -0.025
H (10.06, 14.06, 20.85)  0.314
H (11.18, 13.17, 19.88)  0.285
H (9.86, 12.29, 22.57)  0.354
H (9.28, 11.89, 21.12)  0.417
H (10.92, 11.31, 21.70)  0.303
C (13.06, 19.11, 19.15)  -1.209
C (13.96, 18.77, 20.34)  0.294
O (14.82, 20.00, 20.49)  -0.299
P (16.11, 19.74, 21.32)  -0.599
O (17.13, 18.76, 20.82)  0.804
O (16.76, 21.19, 21.42)  0.039
C (16.08, 22.34, 21.96)  -0.411
C (16.84, 23.62, 21.61)  -1.162
O (15.60, 19.31, 22.83)  -0.449
C (16.58, 18.69, 23.74)  0.517
C (15.75, 17.98, 24.79)  -0.752
H (12.43, 18.19, 19.01)  0.322
H (12.37, 19.95, 19.35)  0.346
H (13.63, 19.36, 18.26)  0.150
H (13.50, 18.59, 21.36)  0.248
H (14.59, 17.95, 19.99)  -0.110
H (15.06, 22.45, 21.58)  0.300
H (15.97, 22.16, 22.98)  0.387
H (16.17, 24.47, 21.68)  0.383
H (17.67, 23.66, 22.32)  0.296
H (17.26, 23.47, 20.61)  0.228
H (17.22, 18.01, 23.20)  -0.364
H (17.12, 19.55, 24.16)  0.388
H (14.97, 18.59, 25.27)  0.390
H (15.23, 17.11, 24.29)  -0.227
H (16.43, 17.59, 25.56)  0.341
C (24.46, 18.00, 20.89)  -0.772
C (24.19, 18.43, 19.47)  1.328
O (25.10, 17.67, 18.56)  -0.402
P (25.93, 18.35, 17.41)  0.863
O (25.27, 19.20, 16.46)  -0.496
O (26.63, 17.04, 16.84)  -0.380
C (27.58, 17.22, 15.81)  -0.195
C (28.05, 15.82, 15.39)  -1.299
O (27.19, 18.99, 18.16)  -0.366
C (27.50, 20.42, 18.11)  -0.230
C (26.76, 21.26, 19.09)  -0.851
H (25.44, 18.28, 21.15)  0.569
H (23.67, 18.48, 21.47)  -0.056
H (24.23, 16.88, 20.94)  0.163
H (23.24, 18.02, 19.07)  -0.824
H (24.21, 19.46, 19.30)  -0.049
H (27.18, 17.85, 14.98)  0.304
H (28.45, 17.72, 16.16)  0.268
H (27.30, 15.27, 14.76)  0.293
H (28.83, 16.01, 14.66)  0.412
H (28.43, 15.25, 16.21)  0.329
H (28.54, 20.60, 18.23)  0.397
H (27.24, 20.70, 17.06)  0.264
H (27.08, 21.13, 20.07)  0.349
H (26.90, 22.30, 18.94)  0.423
H (25.65, 21.06, 19.16)  -0.046
C (21.25, 20.95, 28.32)  -0.818
C (21.20, 19.57, 29.02)  0.028
O (22.57, 19.09, 29.19)  -0.425
P (23.06, 17.74, 28.52)  0.486
O (23.92, 16.94, 29.44)  -0.837
O (21.76, 16.92, 27.93)  0.174
C (21.51, 15.59, 28.47)  -0.092
C (20.06, 15.53, 28.98)  -1.077
O (23.75, 18.30, 27.21)  -0.156
C (24.25, 17.33, 26.18)  0.047
C (24.55, 18.22, 24.93)  -0.668
H (21.98, 21.64, 28.72)  0.362
H (21.81, 20.66, 27.42)  -0.022
H (20.25, 21.41, 28.20)  0.324
H (20.87, 19.60, 30.04)  0.279
H (20.70, 18.85, 28.41)  0.137
H (21.62, 14.93, 27.60)  -0.003
H (22.23, 15.39, 29.31)  0.506
H (19.28, 15.70, 28.15)  0.004
H (19.94, 14.58, 29.49)  0.433
H (19.94, 16.27, 29.74)  0.466
H (25.10, 16.82, 26.70)  0.425
H (23.51, 16.54, 25.98)  -0.115
H (25.24, 17.63, 24.27)  0.384
H (23.58, 18.33, 24.41)  -0.247
H (25.03, 19.18, 25.20)  0.395
C (20.68, 13.99, 25.12)  -1.205
C (19.42, 14.75, 24.53)  0.765
O (18.26, 13.97, 24.68)  1.023
P (17.47, 14.00, 26.03)  0.039
O (17.35, 15.39, 26.58)  -0.801
O (16.11, 13.30, 25.62)  -0.311
C (15.12, 14.09, 24.90)  0.640
C (13.83, 13.37, 24.84)  -0.714
O (18.10, 12.97, 27.06)  -0.133
C (18.12, 11.61, 26.90)  0.113
C (18.48, 11.05, 28.25)  -1.307
H (21.53, 14.61, 25.01)  0.399
H (20.48, 13.83, 26.18)  0.184
H (20.87, 13.07, 24.65)  0.200
H (19.25, 15.69, 25.04)  0.348
H (19.60, 15.04, 23.52)  -0.932
H (14.96, 15.09, 25.39)  0.064
H (15.54, 14.42, 23.97)  -0.465
H (13.33, 13.25, 25.86)  0.386
H (13.11, 13.88, 24.17)  -0.136
H (13.89, 12.36, 24.37)  0.115
H (17.22, 11.15, 26.51)  0.292
H (18.87, 11.33, 26.10)  0.133
H (17.77, 11.48, 28.97)  0.279
H (18.49, 9.99, 28.26)  0.484
H (19.50, 11.48, 28.52)  0.223
C (21.92, 17.31, 15.74)  -0.739
C (20.43, 17.28, 15.95)  1.283
O (19.86, 16.68, 14.77)  -0.263
P (18.33, 16.59, 14.47)  0.495
O (17.58, 16.45, 15.71)  -0.574
O (17.79, 17.90, 13.65)  -0.285
C (18.27, 18.42, 12.40)  0.148
C (17.07, 18.73, 11.54)  -1.399
O (18.22, 15.43, 13.38)  -0.277
C (18.73, 14.10, 13.77)  0.220
C (17.82, 13.11, 13.14)  -1.306
H (22.26, 16.27, 15.57)  0.550
H (22.29, 17.98, 14.95)  0.159
H (22.46, 17.62, 16.67)  -0.375
H (20.09, 16.73, 16.78)  0.839
H (20.04, 18.32, 16.10)  -0.917
H (18.99, 19.22, 12.69)  0.034
H (18.85, 17.62, 12.02)  0.392
H (16.46, 19.43, 12.12)  0.287
H (17.26, 19.15, 10.58)  0.424
H (16.43, 17.87, 11.34)  0.308
H (19.70, 14.03, 13.28)  0.224
H (18.86, 14.04, 14.82)  0.088
H (17.37, 13.51, 12.25)  0.320
H (18.44, 12.26, 12.83)  0.384
H (17.07, 12.74, 13.85)  0.283
C (20.08, 18.76, 24.74)  0.245
C (20.85, 19.50, 23.61)  0.630
C (21.73, 20.61, 24.03)  -1.340
O (21.65, 18.53, 22.96)  0.081
H (19.27, 19.33, 25.24)  0.388
H (20.89, 18.49, 25.39)  -0.331
H (19.68, 17.88, 24.22)  -0.517
H (20.14, 19.87, 22.93)  0.386
H (22.17, 20.99, 23.08)  0.212
H (22.59, 20.22, 24.67)  0.020
H (21.27, 21.38, 24.61)  0.427
H (21.08, 17.85, 22.61)  -0.453
C (20.55, 17.26, 19.35)  -1.347
C (20.05, 16.33, 20.47)  1.145
C (21.21, 15.46, 20.93)  -0.735
O (19.56, 17.05, 21.59)  1.958
H (21.25, 16.73, 18.76)  0.951
H (21.11, 18.01, 19.88)  -0.024
H (19.80, 17.67, 18.70)  0.240
H (19.23, 15.72, 20.09)  -0.584
H (21.62, 14.93, 20.03)  0.611
H (20.85, 14.80, 21.74)  -0.248
H (21.95, 16.16, 21.33)  -0.368
H (18.80, 17.60, 21.32)  -0.843

As for the SMILES: CCOP(=O)(OCC)OCC.CCOP(=O)(OCC)OCC.CCOP(=O)(OCC)OCC.CCOP(=O)(OCC)OCC.CCOP(=O)(OCC)OCC.CCOP(=O)(OCC)OCC.CCOP(=O)(OCC)OCC.CCOP(=O)(OCC)OCC.CC(C)O.CC(C)O. As for the spin multiplicity: 1.

---

(2)
Molecular formula: C2H9N3O
Method: DFT, ωB97M-V with the def2-TZVPD basis set

Each line ends with the Mulliken charge.
Element x y z (Å)
C (-1.45, 0.96, -0.05)  -1.329
C (-0.72, -0.39, -0.25)  0.234
O (-1.57, -1.36, 0.23)  -0.543
N (0.59, -0.41, 0.44)  -0.043
N (1.21, -1.55, -0.22)  -0.583
N (1.21, 0.81, 0.37)  -0.557
H (-1.15, 1.37, 0.88)  0.420
H (-2.50, 0.75, -0.14)  0.379
H (-1.14, 1.53, -0.86)  0.374
H (-0.44, -0.53, -1.31)  0.333
H (-1.72, -1.24, 1.18)  0.352
H (1.34, -1.24, -1.25)  0.221
H (2.18, -1.91, 0.19)  0.270
H (1.29, 1.17, -0.55)  0.178
H (2.21, 0.73, 0.74)  0.294

As for the SMILES: C[C@H](O)N(N)N. As for the spin multiplicity: 1. The relative energy (zero: lowest compared OMol25 entry of this formula, charge and spin) comes out at 79.5 kcal/mol.

---

(3)
Molecular formula: C18H35INO7S
Method: DFT, ωB97M-V with the def2-TZVPD basis set

Each line ends with the Mulliken charge.
Element x y z (Å)
C (3.43, -4.11, 0.74)  -1.109
C (3.01, -3.39, -0.53)  -0.381
O (2.87, -1.98, -0.33)  -0.268
C (4.08, -1.26, -0.48)  -0.586
C (3.87, 0.08, 0.21)  0.445
O (4.67, 1.12, -0.31)  -0.490
C (4.18, 1.63, -1.53)  -0.477
C (2.98, 2.55, -1.28)  0.227
O (2.03, 2.53, -2.36)  -0.376
C (1.33, 1.35, -2.56)  -0.363
N (-0.11, 1.60, -2.38)  0.009
C (-0.90, 1.99, -3.35)  0.495
I (-0.34, 2.29, -5.30)  0.311
S (-2.51, 2.35, -2.94)  -0.179
C (-2.24, 1.60, -1.28)  0.528
C (-3.12, 2.21, -0.18)  -0.777
O (-4.38, 1.59, -0.14)  -0.464
C (-4.40, 0.31, 0.45)  -0.408
O (-4.26, -0.65, -0.56)  -0.342
C (-5.11, -1.79, -0.49)  -0.564
C (-4.54, -2.88, 0.39)  -0.525
O (-4.31, -2.45, 1.73)  -0.497
C (-0.74, 1.69, -1.02)  -0.277
C (-0.32, 0.62, -0.01)  -1.078
C (0.17, 1.18, 1.32)  -0.510
C (0.26, 0.08, 2.40)  -0.899
O (-0.85, 0.09, 3.26)  -0.428
C (-0.79, 1.02, 4.32)  -0.743
H (4.49, -3.96, 0.96)  0.309
H (3.26, -5.18, 0.64)  0.397
H (2.85, -3.74, 1.58)  0.259
H (3.72, -3.57, -1.34)  0.322
H (2.03, -3.74, -0.87)  0.333
H (4.92, -1.80, -0.03)  0.463
H (4.31, -1.11, -1.54)  0.215
H (4.08, 0.01, 1.28)  0.424
H (2.80, 0.32, 0.11)  -0.530
H (3.88, 0.82, -2.21)  0.239
H (5.00, 2.17, -2.00)  0.385
H (3.28, 3.59, -1.22)  0.333
H (2.50, 2.29, -0.34)  -0.287
H (1.63, 0.53, -1.91)  -0.180
H (1.45, 1.04, -3.60)  0.337
H (-2.52, 0.56, -1.43)  0.465
H (-2.60, 2.11, 0.78)  0.364
H (-3.29, 3.27, -0.35)  0.437
H (-5.35, 0.20, 0.98)  0.457
H (-3.57, 0.22, 1.17)  0.350
H (-6.11, -1.48, -0.15)  0.407
H (-5.21, -2.16, -1.51)  0.335
H (-3.57, -3.17, 0.01)  0.282
H (-5.20, -3.75, 0.36)  0.380
H (-5.15, -2.15, 2.11)  0.313
H (-0.49, 2.69, -0.65)  0.447
H (0.42, -0.07, -0.44)  0.548
H (-1.19, -0.01, 0.19)  0.462
H (1.12, 1.71, 1.21)  0.101
H (-0.56, 1.91, 1.68)  0.667
H (0.27, -0.91, 1.93)  0.330
H (1.19, 0.18, 2.97)  0.480
H (-1.32, 1.95, 4.07)  0.262
H (0.25, 1.27, 4.57)  0.360
H (-1.27, 0.57, 5.19)  0.261

As for the spin multiplicity: 1. The total charge is +1.

---

(4)
Molecular formula: C5H4N2O
Method: DFT, ωB97M-V with the def2-TZVPD basis set

Each line ends with the Mulliken charge.
Element x y z (Å)
C (-2.21, -0.69, -0.31)  -0.302
C (0.71, 0.58, 0.83)  0.501
C (1.77, -0.23, 0.13)  -0.708
C (2.36, -1.07, -0.58)  0.151
C (0.31, 1.80, 0.03)  0.139
H (-2.28, -1.63, 0.67)  0.225
H (-2.85, -0.66, -1.20)  0.335
H (0.78, 1.03, 1.81)  0.261
H (3.14, -1.71, -1.22)  0.345
N (-1.20, -0.06, -0.48)  -0.282
N (0.07, 2.82, -0.54)  -0.444
O (-0.60, -0.17, 0.86)  -0.222

As for the spin multiplicity: 1. The relative energy (zero: lowest compared OMol25 entry of this formula, charge and spin) comes out at 153.2 kcal/mol.

---

| no. | calculated total energy (eV) | orbital gap (eV) | strongest force on any atom (Eh/bohr) |
| --- | --- | --- | --- |
| 1 | -202150.047 | 10.241 | 0.06996 |
| 2 | -8734.992 | 10.061 | 0.06488 |
| 3 | -53982.870 | 8.542 | 0.00691 |
| 4 | -10270.117 | 11.374 | 0.13190 |